1.
42
Properties=species:S:1:pos:R:3:mulliken_spin:R:1 method="wB97M-V/def2-TZVPD" charge=-1 multiplicity=2 homo_lumo_gap_ev="6.79 / 6.47"
K 0.048 0.953 0.989 -0.001
P -1.320 -1.363 2.940 -0.079
O -1.973 -1.220 1.557 0.013
O -0.923 0.128 3.300 0.309
O -0.019 -2.239 2.902 0.112
O -2.397 -1.971 3.942 0.645
C 3.453 -1.082 -0.154 0.000
C 2.847 -1.856 1.069 -0.001
O 1.897 -1.009 1.757 0.002
H 2.750 -0.907 -0.968 0.000
H 4.364 -1.520 -0.562 0.000
H 3.771 -0.107 0.215 0.000
H 3.613 -2.142 1.790 0.001
H 2.343 -2.753 0.708 0.000
H 1.161 -1.530 2.085 0.005
C 0.922 -3.501 -1.554 0.000
C -0.029 -3.155 -0.415 0.001
O -0.320 -1.768 -0.352 0.000
H 1.237 -4.542 -1.486 0.000
H 1.869 -2.963 -1.497 0.000
H 0.451 -3.306 -2.517 0.000
H 0.289 -3.541 0.554 -0.001
H -0.995 -3.606 -0.640 0.000
H -0.915 -1.613 0.385 0.000
C 2.017 3.242 -1.300 0.000
C 0.772 4.144 -1.032 0.000
O 0.025 3.529 -0.057 0.000
H 2.442 2.942 -0.342 0.000
H 2.831 3.680 -1.878 0.000
H 1.658 2.333 -1.782 0.000
H 0.147 4.337 -1.904 0.000
H 1.183 5.105 -0.726 0.000
H -0.630 4.185 0.191 0.000
C -3.779 2.293 -1.105 0.000
C -3.763 0.925 -0.449 -0.001
O -2.909 0.982 0.656 -0.001
H -4.232 3.028 -0.440 0.000
H -4.292 2.200 -2.062 0.000
H -2.781 2.697 -1.279 0.000
H -3.313 0.253 -1.180 0.000
H -4.793 0.678 -0.192 0.000
H -2.707 0.060 0.832 -0.003


2.
49
Properties=species:S:1:pos:R:3:mulliken_charge:R:1 method="wB97M-V/def2-TZVPD" homo_lumo_gap_ev=9.30
Si -0.186 1.671 -2.425 0.619
C -1.190 0.112 -2.824 -0.377
C -2.699 0.366 -2.637 -0.655
S -3.507 0.302 -4.261 -0.189
C -5.130 0.695 -3.797 0.477
N -6.092 1.124 -4.549 -0.393
N -7.207 1.223 -3.717 -0.358
C -6.814 0.867 -2.547 0.020
O -5.516 0.503 -2.504 -0.205
H 0.013 2.517 -3.623 -0.221
H -0.955 2.460 -1.441 -0.204
H 1.110 1.328 -1.809 -0.170
H -0.899 -0.621 -2.082 -0.088
H -0.966 -0.260 -3.816 0.584
H -3.132 -0.357 -1.964 0.395
H -2.891 1.350 -2.233 0.328
H -7.412 0.828 -1.662 0.419
C -1.415 1.059 1.720 0.641
O -0.996 0.654 0.637 -0.595
N -2.094 2.232 1.843 -0.440
N -1.181 0.358 2.854 -0.326
H -2.423 2.588 2.720 0.154
H -2.242 2.769 1.009 0.219
H -0.660 -0.499 2.753 0.125
H -1.457 0.644 3.773 0.140
C 1.071 -2.542 1.757 0.490
O 1.294 -1.836 2.746 -0.800
N 1.515 -3.817 1.685 -0.392
N 0.401 -2.067 0.674 -0.075
H 1.410 -4.396 0.875 0.167
H 2.057 -4.152 2.458 0.228
H 0.074 -1.111 0.687 0.150
H 0.261 -2.613 -0.155 0.171
C 2.807 1.878 2.564 0.528
O 2.756 2.951 1.986 -0.678
N 1.871 0.901 2.420 -0.058
N 3.836 1.565 3.422 -0.382
H 1.885 0.013 2.892 0.287
H 1.116 1.085 1.784 -0.035
H 4.544 2.261 3.562 0.218
H 3.898 0.694 3.914 0.179
C 4.034 -1.951 -0.430 0.554
O 3.177 -2.787 -0.667 -0.611
N 3.821 -0.917 0.437 -0.219
N 5.267 -1.980 -1.023 -0.402
H 4.502 -0.211 0.636 0.176
H 2.918 -0.855 0.875 0.218
H 5.447 -2.723 -1.670 0.237
H 5.981 -1.300 -0.848 0.147


3.
41
Properties=species:S:1:pos:R:3:mulliken_charge:R:1 method="wB97M-V/def2-TZVPD" charge=+1 homo_lumo_gap_ev=4.78 de_lowest_kj_mol=0.0
O 0.037 -0.379 -3.651 -0.432
C 0.383 -1.587 -3.555 0.347
O 0.201 -2.376 -2.377 -0.355
C 1.077 -2.195 -4.899 -0.427
P 2.958 -1.936 -4.623 0.367
O 3.815 -3.397 -4.707 -0.451
H 1.114 -2.416 -1.982 0.351
H 0.853 -3.325 -5.007 0.341
H 0.772 -1.623 -5.837 0.394
H 3.168 -1.417 -3.292 0.210
H 3.422 -0.955 -5.552 0.242
H 4.102 -3.670 -3.805 0.380
O 0.612 -0.949 1.230 -0.857
P -0.618 -0.135 1.683 0.669
N -0.876 0.622 0.182 0.373
C -0.080 1.664 -0.423 -1.145
C -1.483 -0.239 -0.832 -1.338
N 0.236 0.762 2.873 0.259
C 0.782 2.092 2.698 -1.074
C 1.199 -0.027 3.653 -1.059
N -2.060 0.737 2.225 0.053
C -2.650 1.965 1.735 -0.851
C -2.639 0.275 3.482 -1.112
H -0.652 2.170 -1.206 0.399
H 0.848 1.280 -0.866 0.257
H 0.170 2.459 0.271 0.418
H -2.568 -0.290 -0.673 0.261
H -1.085 -1.254 -0.786 0.404
H -1.326 0.120 -1.849 0.442
H 1.584 2.109 1.951 0.353
H 1.202 2.470 3.637 0.379
H 0.016 2.818 2.433 0.226
H 2.148 -0.142 3.121 0.321
H 0.803 -1.022 3.867 0.301
H 1.401 0.444 4.620 0.358
H -1.917 2.756 1.572 0.249
H -3.382 2.373 2.439 0.417
H -3.188 1.795 0.797 0.208
H -2.270 0.868 4.325 0.330
H -2.378 -0.771 3.665 0.338
H -3.732 0.326 3.465 0.456


4.
44
Properties=species:S:1:pos:R:3:mulliken_charge:R:1 method="wB97M-V/def2-TZVPD" charge=-1 homo_lumo_gap_ev=9.55 de_lowest_kj_mol=181.7
N 2.551 2.381 5.373 0.994
O 2.018 3.357 5.896 -0.870
O 3.295 2.564 4.395 -0.779
O 2.224 1.291 5.774 -0.823
C 3.520 2.106 0.718 -0.304
C 2.873 3.437 1.261 -0.467
O 3.779 4.009 2.287 -0.575
O 3.495 1.141 1.864 -0.338
H 4.501 2.214 0.255 0.217
H 2.906 1.698 -0.085 0.317
H 1.948 3.085 1.718 0.181
H 2.603 4.119 0.454 0.389
H 3.747 3.504 3.103 0.587
H 3.767 1.624 2.647 0.201
C 5.883 -0.100 5.131 -0.680
C 6.454 0.644 3.893 -0.186
O 6.782 -0.214 2.847 -0.540
O 4.565 -0.527 5.035 -0.426
H 5.914 0.532 6.018 0.354
H 6.528 -0.930 5.421 0.363
H 7.425 0.932 4.295 0.365
H 5.886 1.510 3.554 0.223
H 7.318 0.311 2.247 0.306
H 3.941 0.025 5.512 0.278
C 2.573 5.943 8.320 -0.475
C 1.360 5.584 9.116 -0.277
O 0.379 5.119 8.269 -0.535
O 3.217 4.861 7.702 -0.477
H 3.261 6.504 8.952 0.295
H 2.356 6.520 7.422 0.315
H 1.105 6.441 9.740 0.344
H 1.696 4.838 9.835 0.222
H 0.703 4.405 7.714 0.356
H 2.690 4.507 6.981 0.378
C 0.761 -2.144 2.130 -0.492
C 0.748 -0.801 3.009 -0.302
O 1.872 -0.844 3.888 -0.379
O 1.600 -2.169 0.943 -0.488
H -0.270 -2.273 1.800 0.288
H 1.106 -3.027 2.667 0.303
H -0.105 -0.588 3.654 0.406
H 0.742 0.083 2.371 0.211
H 1.802 -0.143 4.540 0.238
H 1.371 -2.984 0.491 0.279


5.
41
Properties=species:S:1:pos:R:3:mulliken_spin:R:1 method="wB97M-V/def2-TZVPD" charge=+2 multiplicity=3 homo_lumo_gap_ev="3.84 / 4.72" de_lowest_kj_mol=288.2
C -0.981 -1.978 0.252 0.000
I 1.582 -2.470 1.363 -0.003
H -2.093 -2.256 0.164 0.000
H -0.776 -0.940 -0.155 0.000
H -0.821 -1.926 1.356 0.000
Pr 2.155 1.817 -0.622 2.031
P 0.033 3.431 -1.017 -0.010
C -0.212 4.116 0.660 0.000
C 1.827 4.044 -1.339 0.009
H 1.756 5.140 -1.439 -0.001
H -0.460 5.452 -2.316 0.000
H 2.282 3.534 -2.268 -0.001
H -0.981 3.933 -3.131 0.000
H 0.212 3.432 1.432 -0.001
H 2.562 3.931 -0.403 -0.002
C -0.921 4.457 -2.157 0.000
H 0.212 5.136 0.756 -0.001
H -1.950 4.587 -1.772 0.000
H -1.309 4.180 0.813 0.000
P -0.008 -3.312 -0.616 0.000
C -0.329 -4.554 0.655 0.000
C -1.170 -3.653 -1.963 0.000
H 1.687 -3.224 -2.398 0.000
H 1.370 -4.834 -1.794 0.000
H 2.410 -3.761 -0.879 0.000
C 1.521 -3.807 -1.494 0.000
H -0.983 -2.939 -2.794 0.000
H -1.009 -4.686 -2.330 0.000
H 0.152 -5.494 0.424 0.000
H -1.406 -4.633 0.814 0.000
H -2.222 -3.545 -1.634 0.000
H 0.089 -4.208 1.624 0.000
Cl 1.010 0.469 -2.437 -0.017
N 0.348 -0.159 3.562 0.000
C -0.127 0.742 2.658 0.000
N -1.377 1.163 2.939 0.000
O 0.525 1.153 1.638 -0.003
H -0.123 -0.327 4.427 0.000
H 1.270 -0.563 3.436 0.000
H -1.841 1.793 2.271 0.000
H -1.901 0.758 3.716 0.000


6.
41
Properties=species:S:1:pos:R:3:mulliken_spin:R:1 method="wB97M-V/def2-TZVPD" charge=+2 multiplicity=5 homo_lumo_gap_ev="7.55 / 5.14"
C 2.109 -0.153 0.713 0.140
I -1.893 0.615 -1.472 0.844
H 3.001 0.197 0.181 -0.008
H 2.114 -1.245 0.836 0.003
H 1.990 0.363 1.675 0.001
Rh 0.466 0.285 -0.361 1.397
P 0.803 -1.615 -1.689 0.163
C -0.135 -3.074 -1.123 0.033
C 0.235 -1.383 -3.417 0.008
H 0.675 -2.184 -4.033 0.002
H 2.530 -3.010 -2.593 0.004
H 0.581 -0.401 -3.768 0.001
H 3.142 -1.373 -2.172 0.000
H -1.209 -2.855 -1.160 -0.011
H -0.864 -1.429 -3.452 0.006
C 2.505 -2.204 -1.847 -0.004
H 0.090 -3.921 -1.786 0.009
H 2.855 -2.584 -0.880 -0.001
H 0.145 -3.322 -0.092 -0.006
P 0.239 2.356 0.713 0.164
C -0.902 2.319 2.136 0.034
C 1.749 3.106 1.361 -0.004
H 0.006 3.576 -1.363 0.001
H -0.287 4.624 0.075 0.003
H -1.563 3.470 -0.485 0.006
C -0.481 3.640 -0.381 0.008
H 2.510 3.120 0.572 0.000
H 1.520 4.131 1.680 0.004
H -0.937 3.319 2.590 0.009
H -0.555 1.586 2.875 -0.006
H 2.111 2.524 2.217 -0.001
H -1.905 2.036 1.795 -0.012
Cl 1.805 1.402 -1.892 0.459
N -3.248 -0.532 2.313 0.041
C -2.365 -1.357 1.709 0.023
N -2.951 -2.449 1.175 0.042
S -0.713 -1.027 1.560 0.653
H -4.057 -0.956 2.748 -0.001
H -2.932 0.352 2.725 -0.001
H -2.403 -3.135 0.665 -0.001
H -3.781 -2.813 1.656 -0.001


7.
51
Properties=species:S:1:pos:R:3:mulliken_charge:R:1 method="wB97M-V/def2-TZVPD" homo_lumo_gap_ev=7.77 de_lowest_kj_mol=157.4
O 0.029 -0.863 -0.805 -0.164
H 0.942 -0.542 -0.865 0.362
H -0.205 -1.116 0.104 0.593
H -0.617 -0.192 -1.061 0.472
C 3.425 -0.358 -0.321 -0.205
O 2.591 -1.422 0.082 -0.293
O 2.625 0.363 -1.171 -0.900
C 4.004 0.252 0.963 0.720
F 4.600 -0.498 1.879 -0.285
F 4.827 1.326 0.763 -0.299
F 2.949 0.794 1.688 -0.280
C 3.144 -2.757 -0.145 -0.291
C 2.175 -3.858 0.106 -1.194
H 2.477 -4.900 0.013 0.359
H 1.679 -3.751 1.073 0.283
H 1.314 -3.660 -0.535 0.237
H 4.118 -2.956 0.304 0.308
H 3.236 -2.745 -1.233 0.384
H 4.271 -0.746 -0.895 0.395
C 1.235 3.394 -2.721 0.660
O 0.413 4.197 -3.116 -0.731
N 1.350 2.168 -3.138 -0.356
N 1.956 3.697 -1.683 -0.458
H 0.621 1.803 -3.730 0.204
H 1.999 1.507 -2.738 0.322
H 2.433 2.898 -1.287 0.191
H 1.932 4.627 -1.298 0.188
C -1.058 2.159 0.858 0.522
O -1.277 1.394 -0.034 -0.591
N -0.173 3.127 0.737 -0.368
N -1.738 2.256 1.989 -0.509
H -0.052 3.890 1.385 0.165
H 0.501 3.009 -0.006 0.230
H -1.280 2.632 2.805 0.197
H -2.666 1.889 2.137 0.315
C -3.874 -0.676 -1.494 0.576
O -2.662 -0.803 -1.595 -0.595
N -4.261 0.342 -0.799 -0.370
N -4.787 -1.381 -2.096 -0.424
H -5.252 0.428 -0.633 0.166
H -3.480 0.722 -0.284 0.203
H -5.756 -1.123 -1.996 0.148
H -4.507 -2.260 -2.504 0.257
C -1.734 -1.553 2.359 0.617
O -0.938 -1.610 1.401 -0.773
N -2.520 -2.611 2.587 -0.430
N -2.050 -0.434 3.008 -0.366
H -2.546 -3.391 1.950 0.236
H -3.126 -2.608 3.393 0.148
H -2.701 -0.512 3.774 0.147
H -1.591 0.449 2.822 0.276


8.
42
Properties=species:S:1:pos:R:3:mulliken_charge:R:1 method="wB97M-V/def2-TZVPD" charge=+1 homo_lumo_gap_ev=5.94
N -0.746 -2.089 4.787 -0.398
S 0.918 -2.107 4.150 1.069
O 1.725 -1.253 4.922 -0.430
O 0.757 -1.761 2.797 -0.327
F 1.452 -3.516 4.257 -0.098
H -0.784 -2.025 5.811 0.427
H -1.181 -1.247 4.361 0.317
H -1.287 -2.906 4.477 0.415
C -2.959 1.818 -0.687 -1.580
C -1.771 0.998 -0.193 0.645
C -2.161 -0.146 0.751 -0.701
O -2.476 0.262 2.086 -0.348
C -3.801 0.752 2.261 -0.730
N -0.787 1.903 0.407 -0.657
H -3.325 2.511 0.070 0.315
H -2.666 2.413 -1.550 0.388
H -3.786 1.173 -0.992 0.347
H -1.306 0.536 -1.069 0.259
H -1.298 -0.810 0.855 0.214
H -2.976 -0.750 0.333 0.483
H -4.510 0.224 1.620 0.358
H -3.853 1.823 2.066 0.247
H -4.083 0.590 3.302 0.241
H 0.055 1.382 0.635 0.220
H -1.145 2.207 1.309 0.312
C 4.039 0.045 -3.228 -1.445
C 3.247 0.010 -1.925 0.318
C 1.930 -0.775 -2.023 -0.520
O 0.881 -0.098 -2.684 -0.270
C 0.918 -0.161 -4.101 -0.764
N 3.040 1.383 -1.458 -0.684
H 3.619 0.751 -3.942 0.297
H 5.064 0.357 -3.033 0.368
H 4.073 -0.940 -3.697 0.343
H 3.862 -0.506 -1.182 0.380
H 1.566 -0.946 -1.004 0.155
H 2.090 -1.764 -2.474 0.423
H 1.304 -1.123 -4.450 0.341
H 1.517 0.650 -4.519 0.268
H -0.103 -0.042 -4.461 0.245
H 2.613 1.368 -0.536 0.226
H 2.335 1.813 -2.050 0.332